DFT (ωB97M-V with the def2-TZVPD basis set) results for a 2-piece molecular cluster, C7H9NO3 overall.

Structure (XYZ):
```
20
Properties=species:S:1:pos:R:3:forces:R:3
C 0.112 -1.308 -0.171 -0.39 2.40 0.51
C -0.295 -0.032 0.148 -0.36 0.98 -0.92
C -2.659 0.360 1.676 0.17 -0.51 1.05
C -4.856 -0.586 0.698 1.94 0.58 0.64
C 1.155 -1.970 0.575 1.80 -1.21 -1.17
C -1.586 2.120 -0.443 2.74 1.53 -0.13
C -1.394 0.649 -0.455 0.85 -0.51 0.20
N -3.598 -0.388 1.553 -0.66 -0.18 -0.41
O -5.332 -1.707 0.868 -0.74 0.04 -0.42
O -1.820 0.926 2.314 -0.07 0.51 0.05
O -5.113 0.425 0.038 -0.92 -0.40 -0.31
H -0.411 -1.800 -0.934 -0.66 -0.89 -1.02
H 0.298 0.529 0.936 -0.70 -0.58 -0.82
H 0.810 -2.385 1.505 0.29 -0.25 1.02
H 1.492 -2.819 -0.066 0.04 0.02 0.59
H 2.083 -1.349 0.658 -0.53 -0.26 0.58
H -1.106 2.691 0.390 -0.49 -0.98 0.23
H -2.578 2.393 -0.481 -2.57 0.53 0.24
H -1.162 2.834 -1.245 0.08 -1.12 -0.32
H -1.950 0.085 -1.224 0.18 0.31 0.43
```
Forces are in eV/Å.

Energy: -552.5058 Eh
M: 155.15 g mol⁻¹
Net charge: -2



DFT (ωB97M-V with the def2-TZVPD basis set) results for C16H40Hg2O18S5 as an isolated structure.

Structure (XYZ):
```
81
Properties=species:S:1:pos:R:3:forces:R:3
Hg 0.696 -2.346 3.442 -0.06 0.09 0.06
Hg 4.083 3.301 -0.207 -0.01 0.02 0.04
C 1.476 -0.294 -0.452 -1.72 0.38 3.80
O 0.396 -0.748 -0.074 -1.25 -1.91 -0.16
O 2.323 -0.370 0.439 2.08 -1.53 1.42
O 1.617 0.577 -1.223 0.92 3.07 -5.02
O 2.925 1.333 6.472 2.17 2.03 0.06
S 3.894 2.477 6.435 -1.17 -2.12 -0.49
O 4.371 2.880 5.126 -0.48 0.21 1.42
O 3.152 3.688 7.196 2.74 -0.10 -0.93
C 2.287 3.321 8.255 -2.73 -0.30 -0.64
C 1.689 4.587 8.895 1.59 -1.18 -0.81
C 5.378 2.086 7.541 -2.09 0.72 -1.53
H 2.636 2.579 8.973 0.76 0.28 0.03
H 1.545 2.773 7.675 -0.73 -0.19 0.51
H 0.674 4.328 9.198 0.27 0.42 0.50
H 1.711 5.389 8.157 -0.30 -0.04 0.08
H 2.443 4.805 9.651 -0.82 0.59 0.62
H 5.935 1.348 6.963 -0.09 -0.06 0.37
H 4.802 1.727 8.394 0.84 -0.08 0.33
H 5.895 3.042 7.617 0.01 -0.25 0.39
O -0.837 4.197 2.916 -2.16 -1.25 1.28
S -2.111 3.570 3.340 0.94 1.92 -1.34
O -2.164 2.293 3.983 0.63 -0.42 -0.37
O -2.885 4.578 4.296 -0.99 -1.46 -0.25
C -4.181 3.959 4.794 0.07 0.57 2.18
C -4.807 5.071 5.580 -1.49 0.40 -0.73
C -3.171 3.600 1.854 0.96 -1.01 0.76
H -4.064 3.139 5.502 1.07 -0.30 -0.64
H -4.936 3.670 4.062 0.83 -0.09 -0.75
H -5.287 5.609 4.763 0.49 1.56 0.53
H -4.186 5.588 6.312 0.15 0.19 -0.63
H -5.711 4.778 6.114 0.17 -0.75 0.22
H -3.813 4.479 1.910 0.12 -0.25 -0.29
H -3.661 2.626 1.879 -0.56 0.32 0.01
H -2.474 3.550 1.018 -0.19 0.52 -0.02
O -1.289 -0.216 -7.994 -0.23 -2.52 1.26
S -1.747 -1.548 -7.585 -1.15 -0.01 -1.61
O -2.896 -2.113 -8.316 1.98 0.80 1.16
O -0.500 -2.608 -7.626 -0.96 2.04 -0.46
C -0.922 -3.971 -7.657 -0.10 -0.55 0.50
C 0.298 -4.823 -7.741 0.59 -1.03 -0.19
C -2.154 -1.653 -5.842 0.01 0.70 0.08
H -1.574 -4.159 -8.509 -0.06 0.15 0.17
H -1.446 -4.184 -6.725 -0.26 -0.01 -0.01
H 0.571 -4.955 -8.788 0.31 -0.04 0.15
H 0.079 -5.801 -7.312 -0.26 -0.20 -0.32
H 1.167 -4.524 -7.156 -0.15 0.63 -0.11
H -2.679 -2.571 -5.575 0.23 -0.09 -0.45
H -2.839 -0.831 -5.638 0.10 0.08 -0.08
H -1.243 -1.537 -5.256 -0.05 0.03 -0.10
O 6.544 2.414 -4.968 1.45 -1.21 -3.07
S 6.917 1.958 -6.334 -0.16 -0.46 -0.67
O 7.102 2.868 -7.472 -0.21 -1.26 2.31
O 8.318 0.907 -6.261 -1.74 1.01 0.04
C 8.979 0.615 -7.527 0.07 0.04 -1.24
C 8.443 -0.645 -8.295 -0.36 1.31 0.34
C 5.581 0.683 -6.841 0.77 0.86 0.57
H 10.056 0.524 -7.386 -0.01 -0.26 0.94
H 8.948 1.535 -8.111 -0.47 -0.17 -0.34
H 8.742 -0.734 -9.339 0.77 0.46 0.13
H 7.379 -0.451 -8.433 -0.19 -0.69 0.43
H 8.702 -1.590 -7.816 -0.40 0.18 0.22
H 4.623 1.139 -6.589 0.20 0.03 0.34
H 5.847 -0.180 -6.231 -0.29 0.02 -0.16
H 5.565 0.485 -7.913 0.53 0.14 0.18
O -6.071 -1.966 2.699 0.99 -1.65 0.04
S -5.723 -3.373 2.607 0.35 -0.50 -1.49
O -4.451 -3.952 3.100 -2.44 1.36 -0.54
O -6.996 -4.146 3.150 1.07 0.80 0.19
C -6.783 -5.485 3.523 -2.31 -1.77 2.03
C -8.217 -5.996 3.886 0.52 -0.89 -0.73
C -5.919 -3.946 0.849 0.83 1.12 0.76
H -6.155 -5.569 4.410 0.07 0.41 0.02
H -6.337 -6.180 2.812 -0.03 0.57 -0.71
H -8.125 -7.051 4.144 0.06 0.00 0.46
H -8.881 -6.051 3.023 0.21 0.41 -0.33
H -8.786 -5.469 4.653 0.63 0.19 0.13
H -4.952 -3.640 0.451 -0.16 -0.17 -0.49
H -6.737 -3.385 0.397 0.11 0.02 0.18
H -6.080 -5.018 0.735 0.16 0.13 0.44
```
Forces are in eV/Å.

Energy: -4284.5189 Eh
M: 1081.99 g mol⁻¹
Net charge: +2



DFT (ωB97M-V with the def2-TZVPD basis set) results for C4H6N2O as an isolated structure.

Structure (XYZ):
```
13
Properties=species:S:1:pos:R:3:forces:R:3
N 1.571 -1.294 -1.071 -0.21 0.47 0.21
C 1.061 -0.310 -0.483 -0.04 -0.36 -0.28
O 1.618 0.819 0.071 0.11 0.04 -0.05
C 0.348 1.237 0.654 -0.10 0.22 0.49
C -0.295 -0.001 0.103 0.40 -0.13 1.21
C -1.862 -0.322 -0.287 1.24 1.42 -0.54
N -1.070 -0.991 0.723 0.24 -0.36 0.06
H 2.585 -1.208 -1.155 -0.16 0.03 -0.02
H 0.364 1.243 1.740 0.24 0.23 0.14
H 0.044 2.203 0.235 -0.03 -0.26 0.11
H -1.173 0.058 -1.137 -1.76 -1.19 -1.02
H -2.441 0.472 0.187 0.04 0.02 -0.31
H -0.751 -1.905 0.420 0.03 -0.13 0.00
```
Forces are in eV/Å.

Energy: -340.6073 Eh
M: 98.10 g mol⁻¹
ΔE to the lowest compared entry with this formula, charge and spin: 117.7 kcal/mol



DFT (ωB97M-V with the def2-TZVPD basis set) results for C41H30F4N7O2Ti as an isolated structure.

Structure (XYZ):
```
85
Properties=species:S:1:pos:R:3:forces:R:3
Ti -0.172 0.150 -0.175 0.10 0.03 -0.85
C -0.058 -0.946 -3.182 -0.03 0.09 -0.01
N 0.237 0.358 -2.532 0.01 -0.09 0.07
C 1.607 0.777 -3.008 0.03 -0.01 0.11
C 2.683 1.033 -1.965 -0.16 -0.08 0.10
C 2.965 -0.159 -1.062 -0.13 0.03 0.00
N 2.014 -0.273 0.049 0.08 0.08 0.17
C 2.473 -0.592 1.191 -0.03 -0.02 0.00
C 1.720 -0.822 2.425 0.09 0.07 -0.21
C 2.416 -1.371 3.505 0.15 -0.03 -0.03
C 1.802 -1.612 4.715 -0.08 0.00 0.05
C 0.459 -1.275 4.867 0.09 -0.01 0.06
C -0.246 -0.720 3.818 -0.26 0.06 -0.08
C 0.365 -0.504 2.588 -0.07 0.07 0.02
O -0.354 0.026 1.584 0.45 -0.31 1.02
C -0.724 1.391 -3.043 -0.07 -0.03 0.07
C -2.208 1.134 -2.791 0.09 0.01 0.14
C -2.751 1.717 -1.484 0.10 -0.04 0.00
N -1.733 1.719 -0.422 -0.26 -0.19 0.05
C -1.874 2.581 0.516 0.09 0.12 -0.13
C -0.834 2.953 1.450 -0.08 -0.07 -0.07
C -1.090 3.779 2.548 -0.11 -0.03 0.02
C -0.054 4.295 3.293 0.11 0.01 0.02
C 1.262 4.018 2.905 -0.07 0.02 0.02
C 1.535 3.227 1.807 0.13 -0.04 0.03
C 0.489 2.654 1.073 -0.12 0.13 -0.23
O 0.718 1.891 0.022 0.30 0.42 0.26
H -0.112 -0.821 -4.267 0.01 0.03 -0.05
H 0.739 -1.649 -2.957 0.05 -0.02 0.01
H -0.990 -1.366 -2.816 -0.03 0.00 0.06
H 1.970 -0.003 -3.675 0.01 -0.06 -0.08
H 1.504 1.676 -3.613 -0.07 0.07 -0.05
H 3.595 1.269 -2.517 0.01 -0.04 -0.02
H 2.432 1.895 -1.357 0.03 0.11 0.04
H 2.912 -1.084 -1.640 -0.03 -0.14 -0.05
H 3.978 -0.096 -0.667 0.10 0.00 0.12
H 3.550 -0.734 1.288 0.11 -0.03 0.03
H 3.464 -1.618 3.371 -0.05 0.02 0.01
H 2.356 -2.051 5.534 -0.02 0.03 -0.04
H -0.038 -1.442 5.815 0.01 0.00 -0.04
H -1.289 -0.448 3.914 0.02 -0.03 0.03
H -0.427 2.343 -2.605 0.06 0.05 0.02
H -0.571 1.460 -4.122 0.07 -0.01 -0.11
H -2.765 1.584 -3.614 -0.02 0.01 -0.02
H -2.413 0.070 -2.817 -0.03 -0.05 -0.07
H -3.059 2.749 -1.655 -0.02 0.10 0.03
H -3.624 1.149 -1.169 -0.02 -0.08 0.07
H -2.795 3.166 0.552 -0.01 0.07 -0.03
H -2.119 4.005 2.809 0.04 0.01 -0.03
H -0.250 4.923 4.152 0.01 -0.03 -0.03
H 2.085 4.436 3.474 -0.02 -0.02 -0.01
H 2.554 3.014 1.507 -0.03 0.03 0.00
F -1.677 -4.291 -0.308 -0.07 0.08 0.10
C -1.330 -5.216 -1.205 0.12 0.03 -0.01
C -2.261 -6.144 -1.561 0.07 -0.07 -0.06
F -3.464 -6.056 -1.013 -0.22 -0.01 0.09
C -1.982 -7.187 -2.475 -0.17 -0.13 -0.07
C -0.649 -7.201 -2.946 -0.09 0.04 0.10
C 0.276 -6.262 -2.588 -0.05 0.09 0.07
F 1.501 -6.366 -3.100 0.18 0.02 -0.09
C -0.024 -5.191 -1.728 0.10 0.23 0.06
C 0.898 -4.137 -1.411 0.19 0.03 -0.02
C 0.517 -2.976 -0.743 -0.05 -0.46 -0.08
N 0.251 -1.974 -0.226 0.08 0.17 -0.22
C 2.250 -4.065 -1.872 -0.08 0.01 -0.11
N 3.330 -3.881 -2.241 -0.20 -0.03 0.16
F -0.264 -8.159 -3.777 0.08 -0.19 -0.19
C -2.960 -8.126 -2.891 -0.09 -0.11 -0.01
C -2.702 -9.163 -3.838 -0.04 0.09 0.04
N -2.570 -10.010 -4.610 -0.01 0.10 0.13
C -4.310 -8.113 -2.423 0.09 0.00 -0.04
N -5.415 -8.160 -2.094 0.17 0.02 -0.05
C -1.931 -0.889 -0.525 -0.43 -0.07 -0.22
C -2.910 -1.572 -0.744 -0.23 -0.02 -0.02
C -4.056 -2.382 -1.053 0.07 -0.04 0.05
C -4.717 -3.102 -0.054 -0.01 0.02 -0.02
C -5.796 -3.911 -0.371 0.02 0.04 0.00
C -6.229 -4.020 -1.686 0.01 0.01 0.02
C -5.580 -3.307 -2.685 0.02 0.00 0.03
C -4.503 -2.491 -2.372 -0.02 -0.05 0.01
H -4.362 -3.029 0.966 -0.01 -0.01 -0.02
H -6.293 -4.472 0.410 0.01 0.00 -0.02
H -7.063 -4.666 -1.932 0.03 0.00 0.00
H -5.908 -3.393 -3.713 0.00 0.01 0.00
H -3.994 -1.942 -3.154 0.02 0.02 -0.02
```
Forces are in eV/Å.

Energy: -3363.0344 Eh
M: 776.60 g mol⁻¹
ΔE to the lowest compared entry with this formula, charge and spin: 10.1 kcal/mol
Spin multiplicity: 2



DFT (ωB97M-V with the def2-TZVPD basis set) results for a 2-piece molecular cluster, C3H5N3O overall.

Structure (XYZ):
```
12
Properties=species:S:1:pos:R:3:forces:R:3
N -1.927 -0.857 0.994 0.14 0.03 -0.06
C -0.736 -1.468 1.112 0.83 -0.47 0.10
N 0.314 -1.949 1.241 -1.00 0.36 -0.06
C 1.653 0.441 0.028 0.00 -0.09 -0.34
O 2.070 -0.511 -0.758 -0.05 0.18 0.34
C 0.708 1.322 -0.684 -0.20 0.05 0.13
N -0.557 1.316 -0.510 0.38 0.15 -0.14
H -2.648 -1.445 0.597 0.06 0.05 0.05
H -1.803 0.037 0.507 0.00 -0.13 0.01
H 2.676 -1.074 -0.246 -0.10 0.02 -0.10
H 1.235 2.094 -1.268 -0.08 -0.06 0.05
H -0.986 2.094 -1.011 0.03 -0.09 0.02
```
Forces are in eV/Å.

Energy: -356.6970 Eh
M: 99.09 g mol⁻¹
ΔE to the lowest compared entry with this formula, charge and spin: 100.6 kcal/mol



DFT (ωB97M-V with the def2-TZVPD basis set) results for a 2-piece molecular cluster, C25H20F4N2O2S overall.

Structure (XYZ):
```
54
Properties=species:S:1:pos:R:3:forces:R:3
C -1.512 -3.134 -2.410 0.03 0.07 0.11
C -0.876 -1.752 -2.241 -0.24 0.27 0.26
C 0.171 -1.518 -3.331 0.04 0.05 0.12
C -0.289 -1.542 -0.817 0.08 0.04 -0.08
C -1.320 -1.858 0.275 -0.04 0.11 0.19
N -0.870 -1.394 1.589 -0.04 -0.55 0.24
C 0.128 -0.425 1.684 -0.16 -0.22 -0.42
N 0.712 0.196 0.721 -0.42 -0.34 2.38
C 0.314 -0.109 -0.606 0.27 -0.56 -1.42
C -0.558 0.987 -1.180 0.25 -0.09 -0.05
C -0.146 1.710 -2.291 -0.04 -0.09 0.19
C -0.980 2.642 -2.873 0.07 0.13 -0.17
C -2.229 2.877 -2.338 -0.21 0.21 -0.14
C -2.631 2.198 -1.206 -0.18 0.05 0.09
C -1.794 1.268 -0.628 -0.05 -0.06 0.14
S 0.500 -0.184 3.402 0.00 0.11 0.14
C -0.675 -1.403 3.923 0.12 0.14 -0.74
C -0.996 -1.819 5.202 0.25 0.26 -0.13
C -1.915 -2.838 5.374 -0.14 -0.11 -0.03
C -2.509 -3.441 4.275 0.06 0.03 0.27
C -2.208 -3.022 2.995 0.33 0.42 -0.61
C -1.294 -1.985 2.811 0.35 0.46 -0.47
H -0.770 -3.919 -2.265 0.08 -0.09 0.02
H -2.322 -3.305 -1.700 -0.02 0.01 -0.02
H -1.929 -3.258 -3.411 0.05 0.08 0.00
H -1.673 -1.000 -2.362 0.14 -0.13 -0.03
H 0.986 -2.235 -3.246 0.07 -0.15 0.03
H -0.262 -1.621 -4.327 -0.08 -0.06 0.03
H 0.609 -0.524 -3.275 -0.04 -0.04 -0.01
H 0.533 -2.263 -0.698 0.03 0.17 0.07
H -2.276 -1.385 0.043 -0.13 0.04 -0.11
H -1.511 -2.932 0.342 0.16 0.07 -0.04
H 1.256 -0.083 -1.179 -0.29 -0.09 -0.08
H 0.836 1.550 -2.701 0.27 -0.11 -0.12
H -0.660 3.181 -3.750 0.08 0.11 -0.11
H -2.883 3.601 -2.795 -0.12 0.11 -0.08
H -3.601 2.392 -0.779 -0.14 0.05 0.11
H -2.092 0.760 0.272 -0.15 -0.09 0.23
H -0.530 -1.347 6.050 0.10 0.05 0.20
H -2.172 -3.167 6.366 -0.01 -0.03 0.16
H -3.214 -4.243 4.423 -0.07 -0.08 -0.02
H -2.663 -3.499 2.145 -0.17 -0.07 -0.17
O 4.187 5.070 -1.708 0.02 0.03 -0.05
C 3.992 4.185 -0.907 0.20 1.37 -1.15
C 4.715 2.928 -0.994 0.77 -1.90 0.33
F 5.600 2.755 -1.982 -0.62 0.42 0.46
C 4.511 1.950 -0.094 1.13 0.14 -1.72
F 5.180 0.797 -0.199 -0.57 0.63 0.39
C 3.574 2.129 1.004 -0.35 -1.52 1.52
O 3.438 1.278 1.853 0.14 0.13 -0.13
C 2.821 3.370 1.068 -1.01 1.85 -0.23
F 1.925 3.534 2.049 0.80 -0.41 -0.62
C 3.025 4.349 0.167 -1.18 -0.22 1.66
F 2.346 5.498 0.260 0.59 -0.63 -0.37
```
Forces are in eV/Å.

Energy: -2022.2590 Eh
SMILES string: CC(C)[C@@H]1CN2C(=N[C@@H]1c1ccccc1)Sc1ccccc12.O=C1C(F)=C(F)C(=O)C(F)=C1F
M: 488.51 g mol⁻¹



In order of appearance, largest force on an atom = 3.143, 5.956, 2.353, 1.159, 1.060, 2.439 eV Å⁻¹.